The following is a quantum chemistry calculation of C39H44HfSb as an isolated structure in a non-equilibrium geometry, from the Open Molecules 2025 dataset.

Element x y z (Å)
C  1.3694  -2.2119  -0.2555
C  1.9422  -1.5594  -1.3933
C  1.0120  -1.6765  -2.4989
C  -0.1438  -2.4095  -2.0189
C  0.0724  -2.6937  -0.6154
Hf  -0.1859  -0.1968  -1.0670
C  -3.5975  0.7897  -2.5295
C  -2.9332  0.5324  -1.2789
H  -2.7427  1.3359  -0.5386
C  -2.3498  -0.8246  -0.9355
H  -2.7220  -1.6175  -1.6226
H  -2.6125  -1.1841  0.0765
C  -3.7416  2.3231  -2.7380
H  -3.1032  2.8569  -2.0317
H  -3.3282  2.6183  -3.7003
H  -4.7368  2.7439  -2.6826
C  -2.9886  0.0456  -3.7795
H  -2.0294  -0.3679  -3.5546
H  -3.6210  -0.7436  -4.2497
H  -2.7802  0.7710  -4.5506
C  3.3646  -1.1509  -1.4926
H  3.6603  -0.5930  -0.5936
H  4.0582  -2.0008  -1.5925
H  3.5242  -0.4962  -2.3562
C  1.3365  -1.4492  -3.9348
H  1.8208  -0.4809  -4.0934
H  2.0172  -2.2276  -4.3124
H  0.4307  -1.4501  -4.5535
C  -1.1148  -3.1365  -2.8823
H  -1.2478  -2.6458  -3.8487
H  -0.7638  -4.1656  -3.0730
H  -2.1022  -3.2142  -2.4061
C  -0.7561  -3.6163  0.2119
H  -1.7140  -3.8235  -0.2663
H  -0.2419  -4.5751  0.3702
H  -0.9475  -3.1794  1.1979
C  2.1217  -2.5721  0.9749
H  1.4528  -2.9235  1.7685
H  2.8663  -3.3690  0.8079
H  2.6619  -1.7057  1.3590
C  0.6923  1.8412  -2.0759
C  0.1050  2.8910  -3.1450
C  2.0937  1.7650  -2.3284
C  0.3595  2.2986  -4.3498
H  -0.8145  3.4615  -3.1786
C  2.5996  1.9043  -3.6374
H  2.7535  1.4812  -1.5468
C  1.6935  1.9842  -4.7026
H  -0.5344  2.1059  -5.0098
H  3.6690  1.9465  -3.8512
H  1.9635  1.8662  -5.7585
C  -0.8972  4.7998  4.4794
C  -0.0355  4.8550  3.3840
C  0.1765  3.7152  2.5916
C  -0.4743  2.5144  2.9045
C  -1.3129  2.4485  4.0165
C  -1.5434  3.5953  4.8047
Sb  -0.0207  0.7419  1.6573
C  2.0205  0.4795  2.3573
C  3.0592  0.9495  1.5467
C  4.3826  0.6822  1.8775
C  4.6935  -0.0221  3.0584
C  3.6422  -0.4196  3.9102
C  2.3175  -0.1376  3.5784
C  -1.3988  -0.6569  2.6341
C  -0.9466  -1.8270  3.2532
C  -1.8748  -2.7473  3.7634
C  -3.2465  -2.4863  3.6841
C  -3.6961  -1.2911  3.1022
C  -2.7655  -0.3785  2.5882
H  -1.0725  5.6886  5.0914
H  0.4809  5.7867  3.1342
H  0.8533  3.7723  1.7402
H  -1.8008  1.5147  4.2958
H  -2.2151  3.5380  5.6539
H  2.8384  1.5485  0.6506
H  5.1925  1.0345  1.2292
H  5.7190  -0.2260  3.3189
H  3.8717  -0.9407  4.8417
H  1.5168  -0.4080  4.2753
H  0.1225  -2.0362  3.3385
H  -1.5143  -3.6706  4.2265
H  -3.9649  -3.2036  4.0815
H  -4.7615  -1.0671  3.0491
H  -3.1332  0.5527  2.1449

Forces on the atoms, in the same order (eV/Å):
C -0.654 0.337 -0.920
C -1.143 -0.523 -0.489
C 0.125 -1.454 1.053
C 1.717 -0.516 0.624
C 0.621 0.002 -1.203
Hf 0.154 1.368 -1.057
C 4.958 1.610 2.233
C -1.406 -1.257 -2.264
H -0.817 -0.276 -0.360
C -0.520 0.529 -0.494
H 0.315 0.777 0.427
H 0.241 0.354 -0.160
C 0.046 -0.325 -0.248
H -0.310 -0.057 0.265
H -0.190 -0.126 -0.282
H -0.353 -0.145 0.055
C -2.211 -0.388 0.292
H 0.588 -0.639 0.403
H 0.388 0.478 0.447
H -0.255 0.365 -0.220
C 0.541 0.705 0.008
H 0.097 -0.153 -0.223
H -0.402 0.051 0.058
H 0.012 -0.191 0.164
C -0.038 0.494 -0.418
H -0.006 -0.167 0.011
H -0.239 0.138 0.151
H 0.213 -0.087 0.084
C -0.645 -0.106 -0.084
H -0.032 -0.084 0.082
H -0.014 0.395 0.084
H 0.305 -0.092 -0.250
C -0.222 0.113 0.343
H 0.041 0.017 0.086
H -0.056 0.220 -0.115
H -0.083 -0.225 -0.181
C 0.110 0.159 0.690
H 0.107 0.051 -0.164
H -0.333 0.240 -0.240
H 0.101 -0.176 0.040
C -0.053 3.477 -0.194
C -1.029 -4.959 1.847
C -1.299 -0.648 -1.166
C -0.162 0.425 -2.056
H -0.366 -0.214 1.164
C 0.208 0.670 -0.886
H 0.496 -0.620 0.450
C 0.250 -0.433 0.797
H 1.327 1.103 -0.116
H -0.216 -0.263 0.226
H 0.023 -0.070 0.573
C -0.258 -0.421 0.132
C 0.096 -0.293 -0.199
C -0.205 0.129 0.244
C 0.209 0.020 -0.594
C -0.246 0.203 0.278
C 0.657 -0.036 -0.793
Sb -0.057 0.489 2.417
C -0.410 0.114 0.286
C -0.319 0.015 -0.294
C 0.523 -0.158 0.620
C -1.278 0.235 -0.355
C 0.542 0.263 -0.236
C -0.079 -0.154 -0.139
C 0.813 0.143 0.243
C -0.334 -0.099 0.054
C 0.043 0.164 0.018
C 0.165 0.297 -0.170
C 0.479 -0.130 0.077
C -0.346 -0.075 -0.071
H 0.087 -0.308 -0.251
H -0.209 -0.360 0.093
H -0.139 0.044 0.125
H 0.085 0.209 -0.113
H 0.099 -0.005 -0.070
H 0.079 -0.412 0.314
H -0.344 -0.106 0.259
H 0.101 -0.065 0.015
H -0.091 0.202 -0.254
H 0.295 -0.001 -0.298
H -0.344 0.026 -0.058
H -0.166 0.340 -0.142
H 0.208 0.193 -0.112
H 0.288 -0.062 0.024
H 0.125 -0.286 0.085

Calculated values
Net charge ... +1
Calculated total energy ... -1800.30646 hartree
Gap between HOMO and LUMO ... 6.3 eV
Maximum force ... 5.670 eV/A

Here are the Löwdin charges for atoms 1 to 5, given in e: number 1, C, carries -0.2605; number 2, C, carries -0.2848; number 3, C, carries -0.3217; number 4, C, carries -0.3332; number 5, C, carries -0.2866